Computed, not measured: a 10-piece molecular cluster, C27H49N5O5S2 overall in a non-equilibrium geometry, with ωB97M-V/def2-TZVPD.

Output
Calculated total energy   -2504.283714 a.u.

Each atom is followed by the atoms it is bonded to, with distances in Å.
Geometry (Å):
1 C 4.1929 -1.8129 -1.2667  O2 1.414, H3 1.090, H4 1.090, H5 1.090
2 O 5.0747 -2.1066 -2.3317  C1 1.414, H6 0.960
3 H 3.6726 -2.7329 -1.0005  C1 1.090
4 H 4.7566 -1.4480 -0.4081  C1 1.090
5 H 3.4415 -1.0514 -1.4756  C1 1.090
6 H 5.2362 -1.3090 -2.8409  O2 0.960
7 C 0.8095 -0.3776 -0.8874  O8 1.415, H9 1.090, H10 1.090, H11 1.090
8 O 1.6702 -0.2569 0.2296  C7 1.415, H12 0.960
9 H 0.3437 -1.3435 -1.0828  C7 1.090
10 H 0.0504 0.4042 -0.9116  C7 1.090
11 H 1.3882 -0.0881 -1.7646  C7 1.090
12 H 1.2761 0.2169 0.9657  O8 0.960
13 C 2.1221 -3.7603 -3.3151  O14 1.387, H15 1.090, H16 1.090, H17 1.090
14 O 3.4795 -3.9019 -3.5646  C13 1.387, H18 0.960
15 H 1.5637 -3.2247 -4.0828  C13 1.090
16 H 1.5804 -4.7047 -3.2618  C13 1.090
17 H 1.8750 -3.1233 -2.4658  C13 1.090
18 H 3.9004 -3.1749 -3.1000  O14 0.960
19 N 1.4436 1.6934 -5.9972  C20 1.399, C23 1.348, H24 1.010
20 C 2.0919 0.5348 -5.5557  N19 1.399, C21 1.393, H25 1.080
21 C 2.6353 0.7529 -4.2918  C20 1.393, C22 1.347, H26 1.080
22 C 2.4952 2.0572 -3.9862  C21 1.347, C23 1.436, H27 1.080
23 C 1.6947 2.6108 -5.0423  N19 1.348, C22 1.436, H28 1.080
24 H 0.8361 1.8501 -6.7887  N19 1.010
25 H 2.0497 -0.3489 -6.1751  C20 1.080
26 H 3.1639 0.0200 -3.7004  C21 1.080
27 H 2.6847 2.5169 -3.0274  C22 1.080
28 H 1.0605 3.4849 -5.0563  C23 1.080
29 N -0.6818 3.4350 -1.2838  C30 1.370, C33 1.362, H34 1.010
30 C -1.4481 4.5652 -1.1681  N29 1.370, C31 1.430, H35 1.080
31 C -2.0066 4.7819 -2.4666  C30 1.430, C32 1.424, H36 1.080
32 C -1.3432 3.9692 -3.4290  C31 1.424, C33 1.427, H37 1.080
33 C -0.5307 3.1347 -2.6040  N29 1.362, C32 1.427, H38 1.080
34 H -0.2286 2.9136 -0.5470  N29 1.010
35 H -1.8114 4.9725 -0.2362  C30 1.080
36 H -2.7614 5.5161 -2.7064  C31 1.080
37 H -1.5169 3.9132 -4.4935  C32 1.080
38 H 0.2456 2.3999 -2.7587  C33 1.080
39 N -3.9443 -0.1336 -2.8468  C40 1.349, C43 1.358, H44 1.010
40 C -5.1032 -0.2358 -2.1644  N39 1.349, C41 1.344, H45 1.080
41 C -5.1193 0.6996 -1.2000  C40 1.344, C42 1.383, H46 1.080
42 C -3.9152 1.3793 -1.2172  C41 1.383, C43 1.421, H47 1.080
43 C -3.1344 0.7692 -2.2361  N39 1.358, C42 1.421, H48 1.080
44 H -3.8056 -0.6862 -3.6808  N39 1.010
45 H -5.8716 -0.9204 -2.4919  C40 1.080
46 H -5.9280 0.8051 -0.4920  C41 1.080
47 H -3.6145 2.1315 -0.5030  C42 1.080
48 H -2.1058 0.7960 -2.5642  C43 1.080
49 N -3.7107 -1.2728 1.0297  C50 1.330, C53 1.345, H54 1.010
50 C -2.7221 -2.1462 0.8617  N49 1.330, C51 1.422, H55 1.080
51 C -2.5560 -2.8579 2.0813  C50 1.422, C52 1.369, H56 1.080
52 C -3.3919 -2.2417 2.9740  C51 1.369, C53 1.423, H57 1.080
53 C -4.0967 -1.1957 2.3153  N49 1.345, C52 1.423, H58 1.080
54 H -4.1148 -0.6698 0.3274  N49 1.010
55 H -2.1560 -2.2478 -0.0524  C50 1.080
56 H -1.9762 -3.7571 2.2286  C51 1.080
57 H -3.5466 -2.5447 3.9990  C52 1.080
58 H -4.8289 -0.4395 2.5569  C53 1.080
59 N 2.7845 -3.2281 2.4157  C60 1.323, C63 1.344, H64 1.010
60 C 2.2986 -3.8726 3.4640  N59 1.323, C61 1.369, H65 1.080
61 C 1.1043 -4.4690 3.1607  C60 1.369, C62 1.387, H66 1.080
62 C 0.8090 -3.9315 1.9168  C61 1.387, C63 1.364, H67 1.080
63 C 1.8587 -3.2020 1.4420  N59 1.344, C62 1.364, H68 1.080
64 H 3.6651 -2.7373 2.4766  N59 1.010
65 H 2.8605 -3.9261 4.3848  C60 1.080
66 H 0.3658 -5.0303 3.7138  C61 1.080
67 H -0.0113 -3.9825 1.2162  C62 1.080
68 H 2.0149 -2.8099 0.4479  C63 1.080
69 C 0.8629 4.1670 3.5125  S70 1.804, H73 1.090, H74 1.090, H75 1.090
70 S 0.6419 3.2463 1.9770  C69 1.804, O71 1.529, C72 1.927
71 O 1.3716 1.9168 2.1685  S70 1.529
72 C -1.2070 2.7542 2.2045  S70 1.927, H76 1.090, H77 1.090, H78 1.090
73 H 1.8556 4.5052 3.8099  C69 1.090
74 H 0.2243 3.6854 4.2530  C69 1.090
75 H 0.3649 5.1306 3.4045  C69 1.090
76 H -2.0033 3.4972 2.1587  C72 1.090
77 H -1.2120 2.0785 3.0597  C72 1.090
78 H -1.5427 2.1522 1.3601  C72 1.090
79 C -0.1036 -1.0753 4.3113  S80 1.843, H83 1.090, H84 1.090, H85 1.090
80 S 1.2800 -0.7577 5.4868  C79 1.843, O81 1.536, C82 1.800
81 O 0.8155 -1.4609 6.7709  S80 1.536
82 C 0.9071 0.9696 5.8307  S80 1.800, H86 1.090, H87 1.090, H88 1.090
83 H 0.0275 -0.6760 3.3056  C79 1.090
84 H -1.0826 -0.8101 4.7103  C79 1.090
85 H -0.2949 -2.1468 4.2534  C79 1.090
86 H -0.1007 1.0167 6.2434  C82 1.090
87 H 0.8781 1.6093 4.9487  C82 1.090
88 H 1.7030 1.1776 6.5458  C82 1.090


Computed, not measured: a 8-piece molecular cluster, C54H104F3N5O14 overall in a non-equilibrium geometry, with ωB97M-V/def2-TZVPD.

Output
Calculated total energy   -3746.241111 a.u.

Each atom is followed by the atoms it is bonded to, with distances in Å.
Geometry (Å):
1 C 2.6232 4.8064 7.8127  C2 1.535, H12 1.090, H13 1.090, H14 1.090
2 C 3.3814 4.4686 9.1042  C1 1.535, C3 1.502, C4 1.598, N10 1.489
3 C 4.0025 5.6936 9.7120  C2 1.502, H15 1.090, H16 1.090, H17 1.090
4 C 2.3585 3.8435 10.1609  C2 1.598, C5 1.478, H18 1.090, H19 1.090
5 C 1.8574 2.5057 9.7801  C4 1.478, C6 1.502, H20 1.090, H21 1.090
6 C 3.0720 1.6310 9.6533  C5 1.502, C7 1.524, H22 1.090, H23 1.090
7 C 4.1069 2.0749 8.6259  C6 1.524, C8 1.481, C9 1.582, N10 1.490
8 C 5.2620 1.1504 8.6996  C7 1.481, H24 1.090, H25 1.090, H26 1.090
9 C 3.4426 1.9184 7.1986  C7 1.582, H27 1.090, H28 1.090, H29 1.090
10 N 4.4808 3.4703 8.9907  C2 1.489, C7 1.490, O11 1.456
11 O 5.5526 3.9897 8.1534  N10 1.456, H30 0.960
12 H 1.9886 4.1515 7.2155  C1 1.090
13 H 1.9452 5.6496 7.9447  C1 1.090
14 H 3.3822 4.9605 7.0458  C1 1.090
15 H 4.7776 5.4430 10.4362  C3 1.090
16 H 4.4627 6.2527 8.8973  C3 1.090
17 H 3.2825 6.3831 10.1529  C3 1.090
18 H 2.7094 3.7675 11.1901  C4 1.090
19 H 1.4534 4.4436 10.2558  C4 1.090
20 H 1.3296 2.0918 10.6393  C5 1.090
21 H 1.1786 2.5645 8.9293  C5 1.090
22 H 2.7650 0.5852 9.6665  C6 1.090
23 H 3.5976 1.5141 10.6010  C6 1.090
24 H 5.5691 0.9467 9.7254  C8 1.090
25 H 6.0298 1.4046 7.9688  C8 1.090
26 H 5.2107 0.1722 8.2214  C8 1.090
27 H 4.0166 2.5456 6.5166  C9 1.090
28 H 2.3794 2.1425 7.1117  C9 1.090
29 H 3.5287 0.8947 6.8343  C9 1.090
30 H 6.3244 3.9129 8.7192  O11 0.960
31 C -10.0654 3.5799 1.6854  C32 1.644, H42 1.090, H43 1.090, H44 1.090
32 C -9.2364 2.1787 1.9124  C31 1.644, C33 1.545, C34 1.565, N40 1.513
33 C -9.8906 1.4375 3.0995  C32 1.545, H45 1.090, H46 1.090, H47 1.090
34 C -9.5723 1.3148 0.6517  C32 1.565, C35 1.596, H48 1.090, H49 1.090
35 C -8.7470 1.6492 -0.6728  C34 1.596, C36 1.574, H50 1.090, H51 1.090
36 C -7.2665 1.6015 -0.1396  C35 1.574, C37 1.581, H52 1.090, H53 1.090
37 C -6.8544 2.6626 0.9574  C36 1.581, C38 1.539, C39 1.566, N40 1.450
38 C -5.3939 2.3464 1.3265  C37 1.539, H54 1.090, H55 1.090, H56 1.090
39 C -7.0561 4.1189 0.4191  C37 1.566, H57 1.090, H58 1.090, H59 1.090
40 N -7.7559 2.4444 2.0715  C32 1.513, C37 1.450, O41 1.395
41 O -7.6363 3.3125 3.1564  N40 1.395, H60 0.960
42 H -9.9631 4.0678 0.7161  C31 1.090
43 H -11.1164 3.3696 1.8840  C31 1.090
44 H -9.6840 4.3161 2.3930  C31 1.090
45 H -9.3509 0.5131 3.3048  C33 1.090
46 H -9.9335 1.8236 4.1180  C33 1.090
47 H -10.9385 1.1943 2.9238  C33 1.090
48 H -9.3541 0.2932 0.9630  C34 1.090
49 H -10.6140 1.4724 0.3724  C34 1.090
50 H -8.8445 0.9287 -1.4849  C35 1.090
51 H -8.9412 2.6534 -1.0495  C35 1.090
52 H -6.6186 1.6727 -1.0132  C36 1.090
53 H -7.1863 0.6267 0.3414  C36 1.090
54 H -4.8013 2.3685 0.4119  C38 1.090
55 H -5.3516 1.2838 1.5659  C38 1.090
56 H -5.0588 2.8963 2.2059  C38 1.090
57 H -7.9368 4.3901 -0.1630  C39 1.090
58 H -6.1686 4.2806 -0.1926  C39 1.090
59 H -6.9175 4.9430 1.1189  C39 1.090
60 H -7.2648 2.7460 3.8367  O41 0.960
61 C -0.5390 9.3630 -10.6978  C62 1.548, H72 1.090, H73 1.090, H74 1.090
62 C -0.7099 9.0200 -9.1983  C61 1.548, C63 1.579, C64 1.568, N70 1.467
63 C -1.7817 9.9956 -8.5724  C62 1.579, H75 1.090, H76 1.090, H77 1.090
64 C -1.0564 7.4948 -9.0935  C62 1.568, C65 1.550, H78 1.090, H79 1.090
65 C -1.0370 7.0011 -7.6246  C64 1.550, C66 1.518, H80 1.090, H81 1.090
66 C 0.2648 7.3089 -6.9073  C65 1.518, C67 1.550, H82 1.090, H83 1.090
67 C 0.7694 8.7583 -7.1250  C66 1.550, C68 1.576, C69 1.520, N70 1.474
68 C 0.0270 9.6549 -6.0628  C67 1.576, H84 1.090, H85 1.090, H86 1.090
69 C 2.2379 8.7887 -6.7347  C67 1.520, H87 1.090, H88 1.090, H89 1.090
70 N 0.5984 9.1270 -8.5423  C62 1.467, C67 1.474, O71 1.331
71 O 1.0669 10.3570 -8.7386  N70 1.331, H90 0.960
72 H 0.2397 8.7112 -11.0938  C61 1.090
73 H -1.4544 9.1643 -11.2551  C61 1.090
74 H -0.3215 10.4230 -10.8291  C61 1.090
75 H -2.6351 10.1458 -9.2338  C63 1.090
76 H -2.2848 9.6845 -7.6568  C63 1.090
77 H -1.3333 10.9400 -8.2642  C63 1.090
78 H -2.0576 7.3591 -9.5025  C64 1.090
79 H -0.5998 6.8988 -9.8837  C64 1.090
80 H -1.7445 7.6039 -7.0552  C65 1.090
81 H -1.2579 5.9488 -7.4463  C65 1.090
82 H 0.9727 6.6037 -7.3428  C66 1.090
83 H 0.0923 7.1906 -5.8375  C66 1.090
84 H -1.0478 9.5033 -5.9638  C68 1.090
85 H 0.0983 10.7261 -6.2515  C68 1.090
86 H 0.5521 9.4516 -5.1294  C68 1.090
87 H 2.6207 9.8086 -6.6982  C69 1.090
88 H 2.8277 8.3513 -7.5403  C69 1.090
89 H 2.4574 8.3573 -5.7581  C69 1.090
90 H 1.8775 10.1639 -9.2153  O71 0.960
91 C -3.1213 -5.6573 4.7412  C92 1.559, H102 1.090, H103 1.090, H104 1.090
92 C -1.7509 -6.2953 5.1244  C91 1.559, C93 1.516, C94 1.521, N100 1.504
93 C -0.9605 -5.3203 5.9750  C92 1.516, H105 1.090, H106 1.090, H107 1.090
94 C -2.1320 -7.5204 5.9419  C92 1.521, C95 1.587, H108 1.090, H109 1.090
95 C -1.0142 -8.5950 6.2812  C94 1.587, C96 1.496, H110 1.090, H111 1.090
96 C -0.3556 -8.9582 4.9886  C95 1.496, C97 1.555, H112 1.090, H113 1.090
97 C 0.0800 -7.7811 4.0712  C96 1.555, C98 1.575, C99 1.588, N100 1.507
98 C 1.3478 -7.0595 4.6639  C97 1.575, H114 1.090, H115 1.090, H116 1.090
99 C 0.4988 -8.4116 2.6752  C97 1.588, H117 1.090, H118 1.090, H119 1.090
100 N -1.1027 -6.8639 3.8922  C92 1.504, C97 1.507, O101 1.432
101 O -0.8718 -5.9418 2.8206  N100 1.432, H120 0.960
102 H -3.5102 -6.1041 3.8263  C91 1.090
103 H -3.9218 -5.6040 5.4791  C91 1.090
104 H -3.0711 -4.6043 4.4643  C91 1.090
105 H -1.5541 -4.5882 6.5225  C93 1.090
106 H -0.4203 -5.6176 6.8738  C93 1.090
107 H -0.3039 -4.6477 5.4231  C93 1.090
108 H -2.4757 -7.1435 6.9052  C94 1.090
109 H -3.0066 -8.1336 5.7249  C94 1.090
110 H -0.2123 -8.2461 6.9317  C95 1.090
111 H -1.3506 -9.4924 6.8005  C95 1.090
112 H -1.1329 -9.5164 4.4669  C96 1.090
113 H 0.4205 -9.7102 5.1308  C96 1.090
114 H 1.2966 -6.8224 5.7266  C98 1.090
115 H 1.5545 -6.1829 4.0498  C98 1.090
116 H 2.2321 -7.6875 4.5558  C98 1.090
117 H 1.0306 -7.7710 1.9717  C99 1.090
118 H -0.4039 -8.8753 2.2776  C99 1.090
119 H 1.2324 -9.2163 2.7245  C99 1.090
120 H -1.4149 -6.2714 2.1008  O101 0.960
121 C -0.5424 -7.4688 -5.6963  C122 1.501, H132 1.090, H133 1.090, H134 1.090
122 C -1.8446 -8.0067 -6.2146  C121 1.501, C123 1.602, C124 1.571, N130 1.530
123 C -2.2348 -7.1190 -7.4899  C122 1.602, H135 1.090, H136 1.090, H137 1.090
124 C -1.6126 -9.5395 -6.4660  C122 1.571, C125 1.486, H138 1.090, H139 1.090
125 C -2.8766 -10.3208 -6.4593  C124 1.486, C126 1.528, H140 1.090, H141 1.090
126 C -3.7516 -10.2079 -5.2121  C125 1.528, C127 1.600, H142 1.090, H143 1.090
127 C -4.1042 -8.6693 -4.9479  C126 1.600, C128 1.550, C129 1.563, N130 1.469
128 C -5.2572 -8.1868 -5.8646  C127 1.550, H144 1.090, H145 1.090, H146 1.090
129 C -4.5427 -8.5057 -3.4571  C127 1.563, H147 1.090, H148 1.090, H149 1.090
130 N -2.8772 -7.8756 -5.0930  C122 1.530, C127 1.469, O131 1.465
131 O -3.1410 -6.4919 -4.6921  N130 1.465, H150 0.960
132 H -0.4418 -6.3839 -5.6657  C121 1.090
133 H -0.2589 -7.8298 -4.7077  C121 1.090
134 H 0.2361 -7.7045 -6.4219  C121 1.090
135 H -1.6482 -7.5807 -8.2842  C123 1.090
136 H -3.2860 -7.2884 -7.7229  C123 1.090
137 H -2.0160 -6.0639 -7.3256  C123 1.090
138 H -1.2343 -9.7559 -7.4651  C124 1.090
139 H -1.0044 -10.0265 -5.7038  C124 1.090
140 H -3.4507 -10.0757 -7.3529  C125 1.090
141 H -2.7075 -11.3694 -6.7039  C125 1.090
142 H -3.1325 -10.5449 -4.3806  C126 1.090
143 H -4.6915 -10.7574 -5.2634  C126 1.090
144 H -4.8440 -8.1121 -6.8705  C128 1.090
145 H -5.5456 -7.1521 -5.6789  C128 1.090
146 H -6.0490 -8.9143 -5.6859  C128 1.090
147 H -4.8161 -7.4788 -3.2147  C129 1.090
148 H -3.8373 -8.9970 -2.7869  C129 1.090
149 H -5.4910 -9.0160 -3.2887  C129 1.090
150 H -3.6395 -6.2244 -5.4677  O131 0.960
151 O 9.7689 -1.2277 1.8162  C152 1.206
152 C 10.7071 -0.5503 2.1563  O151 1.206, O153 1.419, O157 1.341
153 O 10.6745 0.5424 3.0615  C152 1.419, C154 1.408
154 C 11.9712 1.0917 3.0581  O153 1.408, C155 1.503, H158 1.090, H159 1.090
155 C 12.8363 0.2370 2.1752  C154 1.503, F156 1.344, O157 1.418, H160 1.090
156 F 13.7679 -0.5692 2.7120  C155 1.344
157 O 11.9249 -0.6917 1.6120  C152 1.341, C155 1.418
158 H 11.8244 2.1506 2.8453  C154 1.090
159 H 12.4324 1.0074 4.0421  C154 1.090
160 H 13.3031 0.8511 1.4052  C155 1.090
161 O 12.7640 5.0438 -2.4588  C162 1.222
162 C 12.2452 4.3855 -3.3482  O161 1.222, O163 1.347, O167 1.359
163 O 11.2463 4.8309 -4.1354  C162 1.347, C164 1.477
164 C 10.8774 3.8260 -5.1532  O163 1.477, C165 1.528, H168 1.090, H169 1.090
165 C 11.5524 2.5821 -4.5782  C164 1.528, F166 1.240, O167 1.404, H170 1.090
166 F 12.3200 2.1075 -5.4285  C165 1.240
167 O 12.3089 3.0349 -3.4853  C162 1.359, C165 1.404
168 H 9.8429 3.7471 -5.4875  C164 1.090
169 H 11.4522 4.1588 -6.0175  C164 1.090
170 H 10.8351 1.7983 -4.3349  C165 1.090
171 O 3.8053 1.6828 -2.6412  C172 1.271
172 C 3.0081 0.9105 -2.0227  O171 1.271, O173 1.294, O177 1.333
173 O 2.6282 0.9423 -0.7857  C172 1.294, C174 1.398
174 C 2.2038 -0.3346 -0.4052  O173 1.398, C175 1.503, H178 1.090, H179 1.090
175 C 1.8304 -0.9938 -1.7034  C174 1.503, F176 1.311, O177 1.405, H180 1.090
176 F 0.6110 -0.6045 -1.9848  C175 1.311
177 O 2.6013 -0.2243 -2.5910  C172 1.333, C175 1.405
178 H 2.9577 -0.8405 0.1980  C174 1.090
179 H 1.3560 -0.2877 0.2783  C174 1.090
180 H 1.9862 -2.0703 -1.7743  C175 1.090


Ordered Kohn-Sham gap results: 7.965 8.392; unit eV.